Here is a molecular structure, C33H30BrCl7MgN2O4P2 from the Open Molecules 2025 dataset. Energies are from the ωB97M-V functional and the def2-TZVPD basis.

The geometry in ORCA input format:
```
! wB97M-V def2-TZVPD RIJCOSX def2/J DEFGRID3
* xyz 0 1
Mg 2.702 -0.347 -0.105
C -0.651 1.765 1.585
P 1.045 1.102 1.612
C 0.999 -0.040 3.043
C 2.007 2.524 2.264
C 3.434 2.108 2.632
P 4.346 1.314 1.243
C 5.195 2.721 0.446
C 5.697 0.475 2.128
H -0.942 2.125 2.574
H -1.351 0.980 1.292
H -0.750 2.592 0.877
H 0.774 0.482 3.976
H 1.947 -0.573 3.138
H 0.227 -0.790 2.865
H 1.496 2.949 3.132
H 2.011 3.295 1.488
H 3.408 1.374 3.442
H 4.005 2.964 3.003
H 5.797 3.284 1.162
H 4.466 3.390 -0.012
H 5.843 2.342 -0.344
H 6.177 1.140 2.847
H 6.439 0.139 1.403
H 5.301 -0.407 2.632
C -1.292 2.079 -2.812
O -2.566 2.003 -2.745
C -3.424 2.981 -2.161
C -4.759 2.720 -2.383
C -5.703 3.541 -1.802
Br -7.547 3.210 -2.099
C -5.299 4.591 -0.994
C -3.955 4.837 -0.764
C -2.918 4.039 -1.357
O -1.666 4.230 -1.163
C -3.604 5.955 0.118
N -4.460 6.718 0.758
C -3.676 7.616 1.453
C -4.047 8.659 2.302
C -3.047 9.419 2.878
C -1.692 9.160 2.622
C -1.302 8.132 1.783
C -2.313 7.368 1.209
N -2.302 6.298 0.349
H -0.228 0.735 -2.777
H -1.295 -0.201 -1.549
H 1.663 0.573 -1.680
H -5.039 1.879 -3.003
H -6.022 5.240 -0.519
H -0.952 3.077 -2.507
H -5.093 8.859 2.496
H -3.310 10.235 3.539
H -0.937 9.780 3.088
H -0.257 7.935 1.581
H -1.560 5.761 -0.091
Cl 5.266 -7.109 -0.466
C 4.809 -5.480 -0.075
C 4.684 -5.114 1.275
C 4.322 -3.841 1.613
Cl 4.139 -3.404 3.278
C 4.035 -2.841 0.635
O 3.674 -1.666 0.982
C 4.198 -3.245 -0.723
C 4.054 -2.310 -1.798
O 3.710 -1.125 -1.717
C 4.582 -4.562 -1.056
H 4.869 -5.845 2.051
H 4.299 -2.700 -2.798
H 4.698 -4.835 -2.097
Cl 0.978 -3.711 1.378
C 0.157 -3.682 -0.114
C 0.012 -2.475 -0.963
C 0.744 -1.392 -0.689
Cl 0.042 0.190 -1.543
C -0.924 -2.877 -2.032
Cl -1.287 -1.994 -3.454
C -1.262 -4.165 -1.837
Cl -2.214 -5.135 -2.849
C -0.617 -4.658 -0.614
Cl -0.894 -6.194 0.049
*
```

* gap between HOMO and LUMO: 5.77 eV
* HOMO level: -7.14 eV
* energy above the lowest of the compared OMol25 structures with the same formula, charge and spin: 263.87 kcal per mole

=====

Here is a molecular structure, C33H30N7O7OsS from the Open Molecules 2025 dataset. Energies are from the ωB97M-V functional and the def2-TZVPD basis.

The geometry in ORCA input format:
```
! wB97M-V def2-TZVPD RIJCOSX def2/J DEFGRID3
* xyz 1 1
Os 0.169 -0.014 -0.299
C 2.005 2.652 5.807
C 1.280 2.220 4.566
C 0.431 3.092 3.884
C -0.182 2.694 2.720
C -0.016 1.405 2.193
N -0.666 1.099 0.982
C -1.961 1.647 0.783
C -2.858 1.647 1.854
C -4.153 2.089 1.711
C -4.619 2.542 0.477
C -6.046 2.972 0.292
C -3.741 2.518 -0.596
C -2.427 2.083 -0.462
N -1.610 2.080 -1.622
C -1.785 2.795 -2.760
C -0.961 2.270 -3.719
C -0.293 1.214 -3.086
N -0.688 1.113 -1.829
C 0.850 0.526 2.871
C 1.483 0.955 4.031
N 1.112 -0.805 2.455
C 1.534 -1.850 3.211
C 1.743 -2.916 2.377
C 1.424 -2.445 1.097
N 1.044 -1.181 1.166
H 1.502 3.491 6.283
H 3.021 2.969 5.561
H 2.080 1.838 6.527
H 0.271 4.096 4.256
H -0.797 3.397 2.173
H -2.522 1.272 2.808
H -4.819 2.070 2.565
H -6.450 3.396 1.210
H -6.668 2.115 0.023
H -6.141 3.711 -0.501
H -4.095 2.817 -1.573
H -2.471 3.623 -2.795
H -0.848 2.604 -4.735
H 0.453 0.533 -3.463
H 2.189 0.293 4.515
H 1.639 -1.764 4.278
H 2.075 -3.902 2.650
H 1.457 -2.940 0.139
C -1.504 -1.766 4.567
C -1.709 -2.362 3.217
N -1.434 -1.794 2.064
C -1.754 -2.723 1.100
C -2.257 -3.861 1.696
N -2.215 -3.604 3.029
C -2.773 -5.214 1.314
O -2.891 -5.497 0.038
O -3.065 -5.980 2.199
C -1.590 -2.528 -0.352
O -1.900 -3.400 -1.146
O -1.115 -1.390 -0.868
H -1.078 -0.772 4.466
H -0.820 -2.372 5.165
H -2.445 -1.691 5.116
H -2.519 -4.285 3.710
H -2.587 -4.727 -0.512
C 6.055 -0.141 -6.259
C 5.269 -0.015 -4.984
C 5.434 -0.929 -3.946
C 4.701 -0.828 -2.776
C 3.789 0.210 -2.651
C 3.605 1.141 -3.665
C 4.355 1.026 -4.822
S 2.757 0.241 -1.249
O 1.974 1.488 -1.098
O 3.539 -0.127 -0.105
O 1.664 -0.779 -1.589
H 6.597 -1.084 -6.300
H 6.779 0.670 -6.348
H 5.397 -0.088 -7.127
H 6.152 -1.732 -4.055
H 4.842 -1.532 -1.966
H 2.900 1.952 -3.536
H 4.233 1.756 -5.614
*
```

* gap between HOMO and LUMO (spin up / spin down): 6.52 / 6.40 eV
* HOMO level (spin up / spin down): -11.13 / -11.21 eV
* energy above the lowest of the compared OMol25 structures with the same formula, charge and spin: 12.22 kcal per mole

=====

Here is a molecular structure, C33H30NNaO6Sb2Se from the Open Molecules 2025 dataset. Energies are from the ωB97M-V functional and the def2-TZVPD basis.

The geometry in ORCA input format:
```
! wB97M-V def2-TZVPD RIJCOSX def2/J DEFGRID3
* xyz -2 1
Na 2.498 0.377 -1.226
C -0.810 1.398 2.579
C -1.727 0.202 2.337
C -1.129 -1.135 2.767
Sb 0.665 -1.642 1.654
C 0.837 -3.644 2.398
C 0.412 -3.981 3.681
C 0.582 -5.267 4.179
C 1.181 -6.237 3.392
C 1.610 -5.911 2.113
C 1.446 -4.626 1.616
C -0.405 -2.127 -0.138
C -0.467 -1.184 -1.151
C -1.178 -1.435 -2.315
C -1.842 -2.641 -2.474
C -1.790 -3.590 -1.465
C -1.076 -3.332 -0.305
Sb 0.173 2.203 0.772
C -1.735 2.653 -0.085
C -2.013 2.211 -1.373
C -3.268 2.419 -1.924
C -4.251 3.084 -1.205
C -3.973 3.550 0.070
C -2.720 3.328 0.625
C 0.493 4.092 1.723
C 0.988 4.145 3.023
C 1.194 5.359 3.665
C 0.899 6.545 3.010
C 0.412 6.503 1.712
C 0.217 5.290 1.070
H -1.370 2.238 2.997
H -0.036 1.141 3.307
H -2.022 0.139 1.282
H -2.667 0.353 2.884
H -1.841 -1.953 2.615
H -0.877 -1.100 3.831
H -0.069 -3.239 4.309
H 0.242 -5.508 5.181
H 1.314 -7.244 3.772
H 2.083 -6.661 1.490
H 1.802 -4.380 0.617
H 0.042 -0.231 -1.086
H -1.184 -0.679 -3.091
H -2.393 -2.846 -3.386
H -2.297 -4.542 -1.582
H -1.029 -4.090 0.469
H -1.222 1.742 -1.951
H -3.473 2.067 -2.929
H -5.230 3.249 -1.644
H -4.728 4.086 0.635
H -2.513 3.701 1.624
H 1.219 3.229 3.558
H 1.586 5.373 4.677
H 1.057 7.497 3.504
H 0.193 7.425 1.184
H -0.119 5.265 0.041
O 2.516 -3.779 -1.294
C 2.702 -2.570 -1.512
O 2.995 -1.661 -0.700
C 2.528 -2.112 -2.981
C 1.813 -2.924 -3.859
C 1.585 -2.468 -5.144
C 2.073 -1.221 -5.505
C 2.774 -0.485 -4.561
N 3.011 -0.923 -3.331
H 1.440 -3.867 -3.488
H 1.014 -3.062 -5.849
H 1.894 -0.800 -6.486
H 3.127 0.518 -4.780
O 0.776 3.807 -1.541
Se 1.787 2.781 -2.351
O 2.237 3.308 -3.821
O 3.084 2.482 -1.361
O 0.952 1.332 -2.471
*
```

* gap between HOMO and LUMO: 6.83 eV
* HOMO level: -2.84 eV
* energy above the lowest of the compared OMol25 structures with the same formula, charge and spin: 0.00 kcal per mole

=====

Here is a molecular structure, C33H31AsBrIN5O7STi from the Open Molecules 2025 dataset. Energies are from the ωB97M-V functional and the def2-TZVPD basis.

The geometry in ORCA input format:
```
! wB97M-V def2-TZVPD RIJCOSX def2/J DEFGRID3
* xyz -1 1
Ti -0.716 0.243 -0.146
Br 4.213 4.299 -3.987
C 3.155 3.319 -2.741
C 1.831 3.664 -2.544
C 1.092 2.933 -1.630
C 1.630 1.858 -0.923
O 0.795 1.235 -0.055
C 2.985 1.510 -1.136
C 3.672 0.386 -0.481
N 2.982 -0.424 0.197
C 3.287 -1.601 0.821
C 4.280 -2.517 0.482
C 4.224 -3.828 0.942
C 3.129 -4.231 1.732
C 2.170 -3.336 2.153
C 0.942 -3.672 2.857
C 0.137 -2.713 3.322
C 0.541 -1.261 3.250
N 1.593 -0.969 2.322
C 2.305 -1.939 1.827
C 3.722 2.270 -2.050
H 1.376 4.480 -3.089
H 0.054 3.176 -1.462
H 4.763 0.313 -0.621
H 5.047 -2.232 -0.234
H 4.976 -4.548 0.646
H 3.028 -5.279 2.003
H 0.670 -4.719 2.963
H -0.797 -2.969 3.813
H 0.845 -0.942 4.269
H 4.761 2.011 -2.213
C -1.583 -0.174 4.043
C -0.609 -0.263 2.907
N -1.258 -0.577 1.623
C -2.357 -1.374 1.698
C -3.059 -1.663 2.867
C -2.689 -0.913 4.059
C -4.148 -2.561 2.833
C -4.605 -3.120 1.672
C -4.026 -2.708 0.446
C -4.520 -3.061 -0.825
C -3.978 -2.491 -1.945
C -2.938 -1.558 -1.808
N -2.424 -1.240 -0.642
C -2.935 -1.818 0.474
H -1.314 0.451 4.886
H -0.074 0.681 2.786
H -3.362 -0.916 4.910
H -4.642 -2.795 3.770
H -5.439 -3.810 1.669
H -5.351 -3.752 -0.902
H -4.364 -2.716 -2.930
H -2.544 -1.046 -2.675
C 0.756 -0.605 -3.893
As 0.812 -1.857 -2.448
C -0.225 -3.406 -2.896
C 2.602 -2.480 -2.274
O 0.256 -1.247 -0.998
H 1.316 -1.010 -4.736
H 1.208 0.322 -3.540
H -0.277 -0.405 -4.168
H 0.190 -3.890 -3.779
H -1.254 -3.107 -3.079
H -0.188 -4.080 -2.042
H 2.869 -3.035 -3.174
H 2.667 -3.114 -1.391
H 3.258 -1.623 -2.137
O -2.695 0.897 -3.887
S -2.202 1.575 -2.718
O -3.382 1.504 -1.672
O -1.096 0.756 -2.101
O -1.813 2.952 -2.877
N -3.253 3.515 -0.314
C -3.127 2.103 -0.290
O -1.906 1.735 0.134
C -4.193 1.434 0.572
I -6.213 1.914 0.078
H -2.511 3.900 -0.888
H -4.144 3.788 -0.710
H -4.035 1.735 1.602
H -4.114 0.359 0.473
*
```

* gap between HOMO and LUMO: 4.91 eV
* HOMO level: -3.02 eV
* energy above the lowest of the compared OMol25 structures with the same formula, charge and spin: 71.01 kcal per mole

=====

Here is a molecular structure, C33H31BrF3I3InN5O4S from the Open Molecules 2025 dataset. Energies are from the ωB97M-V functional and the def2-TZVPD basis.

The geometry in ORCA input format:
```
! wB97M-V def2-TZVPD RIJCOSX def2/J DEFGRID3
* xyz 0 1
In 0.120 0.378 0.691
N 0.412 -1.367 2.393
C 1.781 -1.411 2.751
C 2.521 -2.573 2.576
C 3.846 -2.628 2.976
C 4.429 -1.526 3.576
C 3.703 -0.358 3.722
C 2.380 -0.272 3.297
C 1.701 1.034 3.402
C 1.915 1.797 4.554
C 1.486 3.106 4.635
C 0.871 3.694 3.546
C 0.597 2.931 2.422
C 0.969 1.606 2.368
H 0.015 -2.299 2.286
H -0.130 -0.851 3.083
H 2.054 -3.436 2.121
H 4.418 -3.530 2.830
H 5.451 -1.561 3.921
H 4.177 0.506 4.165
H 2.414 1.337 5.395
H 1.652 3.679 5.536
H 0.562 4.729 3.584
H 0.077 3.374 1.584
I 5.048 0.317 -0.627
C 3.419 0.292 -1.954
C 3.561 0.601 -3.298
C 2.462 0.623 -4.124
I 2.751 1.160 -6.156
C 1.175 0.376 -3.616
C -0.018 0.406 -4.364
C -1.221 0.212 -3.740
C -1.244 0.026 -2.350
N -0.147 -0.029 -1.642
C 1.047 0.105 -2.224
C 2.189 0.020 -1.360
O 2.079 -0.249 -0.118
H 4.541 0.829 -3.690
H 0.026 0.578 -5.429
H -2.146 0.207 -4.298
H -2.174 -0.081 -1.808
F -4.739 0.362 3.212
C -4.243 0.419 1.980
F -5.059 -0.272 1.177
F -4.285 1.697 1.580
S -2.461 -0.144 1.866
O -1.753 0.856 2.612
O -2.403 -1.476 2.379
O -2.252 -0.040 0.429
C 0.483 5.013 -2.726
N 0.452 4.102 -1.603
C 1.709 3.433 -1.375
C -0.701 3.629 -1.064
N -0.745 2.494 -0.444
N -1.813 4.443 -1.244
C -1.730 5.822 -0.796
C -3.118 3.849 -1.042
H 1.017 4.546 -3.558
H 1.017 5.932 -2.460
H -0.521 5.266 -3.053
H 2.501 4.181 -1.317
H 1.943 2.744 -2.192
H 1.675 2.868 -0.446
H -1.637 2.330 0.009
H -0.691 6.126 -0.694
H -2.218 5.937 0.179
H -2.231 6.482 -1.508
H -3.140 2.858 -1.493
H -3.854 4.477 -1.544
H -3.404 3.767 0.015
Br -1.374 -6.748 -0.653
C -2.654 -5.376 -0.394
C -3.985 -5.735 -0.239
C -4.950 -4.763 -0.042
C -4.586 -3.427 -0.034
C -3.261 -3.067 -0.207
C -2.287 -4.037 -0.367
I -0.272 -3.421 -0.577
H -4.258 -6.778 -0.279
H -5.980 -5.054 0.101
H -5.325 -2.654 0.103
H -2.978 -2.027 -0.200
*
```

* gap between HOMO and LUMO: 7.36 eV
* HOMO level: -7.65 eV

=====

Here is a molecular structure, C33H31CaFIN5O5Se from the Open Molecules 2025 dataset. Energies are from the ωB97M-V functional and the def2-TZVPD basis.

The geometry in ORCA input format:
```
! wB97M-V def2-TZVPD RIJCOSX def2/J DEFGRID3
* xyz 0 1
Ca -1.752 -1.538 -0.380
C -5.627 -0.403 1.809
C -4.687 -1.246 2.625
N -4.858 -1.315 3.922
C -3.990 -2.050 4.672
C -2.923 -2.712 4.145
C -2.003 -3.457 5.075
O -0.637 -3.011 5.002
C -2.694 -2.641 2.744
C -1.536 -3.343 2.190
N -1.075 -3.205 0.998
C 0.115 -3.876 0.609
C 1.241 -3.911 1.431
C 2.403 -4.544 1.011
C 2.459 -5.150 -0.240
C 1.351 -5.115 -1.075
C 0.193 -4.479 -0.654
I -1.511 -4.523 -1.878
C -3.606 -1.915 1.935
O -3.518 -1.843 0.649
H -6.547 -0.242 2.365
H -5.836 -0.872 0.846
H -5.172 0.567 1.593
H -4.186 -2.079 5.740
H -1.977 -4.519 4.839
H -2.382 -3.358 6.091
H -0.627 -2.072 5.214
H -1.038 -4.053 2.846
H 1.190 -3.432 2.406
H 3.265 -4.574 1.669
H 3.360 -5.656 -0.566
H 1.383 -5.582 -2.051
C 4.781 2.069 -2.639
C 3.520 2.886 -2.377
C 3.788 4.175 -1.622
C 4.317 3.886 -0.223
C 3.418 2.901 0.497
C 3.420 2.817 1.871
C 2.574 1.924 2.521
F 2.621 1.869 3.864
C 1.701 1.133 1.843
C 1.685 1.193 0.445
C 0.742 0.331 -0.281
O -0.068 -0.355 0.383
C 0.841 0.369 -1.719
C 1.729 1.237 -2.288
N 2.536 2.075 -1.621
C 2.550 2.058 -0.224
C 0.015 -0.455 -2.710
O 0.254 -0.300 -3.911
O -0.878 -1.218 -2.200
H 5.530 2.678 -3.154
H 4.550 1.206 -3.266
H 5.212 1.699 -1.704
H 3.053 3.124 -3.329
H 2.856 4.741 -1.547
H 4.496 4.779 -2.190
H 4.371 4.808 0.354
H 5.334 3.489 -0.281
H 4.082 3.447 2.459
H 1.025 0.459 2.354
H 1.785 1.258 -3.371
C -1.183 3.380 -0.506
N -1.463 2.863 -1.840
C -0.911 3.337 -3.025
C -1.440 2.605 -4.017
N -2.319 1.701 -3.434
C -3.072 0.665 -4.149
C -2.336 1.856 -2.090
Se -3.343 0.923 -0.839
H -0.266 3.966 -0.546
H -1.066 2.552 0.185
H -2.003 4.000 -0.151
H -0.206 4.155 -3.049
H -1.258 2.623 -5.081
H -2.956 0.835 -5.215
H -4.118 0.718 -3.865
H -2.677 -0.312 -3.893
*
```

* gap between HOMO and LUMO: 7.06 eV
* HOMO level: -7.31 eV

=====

Energy? In order: -8363.8730 -2674.2401 -4825.9828 -8431.9709 -6205.9492 -5402.9225 Eh.
Strongest force on any atom? In order: 3.2 1.6 0.6 0.3 3.1 2.8 eV Å⁻¹.